No. 1
A 9-piece molecular cluster, C18H42O15 overall at a distorted geometry. Source: OMol25; level of theory: ωB97M-V/def2-TZVPD.

## Properties
DFT total energy: -1839.57775 Eh
energy above the lowest of the compared OMol25 structures with the same formula, charge and spin: 0.2341 eV

Structure (XYZ):
```
75
Properties=species:S:1:pos:R:3:forces:R:3:mulliken_charge:R:1
C -0.639024 -5.688352 0.721873 0.557 -0.532 -0.851 -1.546
C -1.008452 -4.264997 0.321347 -0.534 -1.344 0.450 1.660
C -1.799959 -4.135430 -0.996059 1.490 0.258 0.366 -0.408
O -2.870359 -3.278694 -0.646037 -0.332 -0.008 -0.541 -0.342
C -2.995994 -3.208629 0.692182 -0.389 0.085 0.521 0.676
O -3.883285 -2.665290 1.269195 0.105 0.062 -0.217 -0.558
O -1.983946 -3.850104 1.296796 0.324 0.477 -0.021 -0.422
H -1.340300 -6.421571 0.315739 -0.334 0.231 0.185 0.369
H -0.590647 -5.831698 1.798122 0.016 0.276 0.047 0.363
H 0.316217 -6.006293 0.294020 0.113 0.340 0.106 0.361
H -0.145297 -3.600086 0.329445 -0.076 0.030 0.218 -0.615
H -2.105220 -5.105840 -1.385807 -0.421 0.141 0.035 0.353
H -1.142832 -3.635991 -1.710668 -0.408 -0.029 -0.296 0.220
C 0.438441 -0.938188 0.983924 -1.487 -0.649 0.242 -1.311
C -0.381484 -0.105881 0.017524 0.776 0.322 0.544 0.988
C -1.448231 0.761588 0.709448 -0.010 -0.697 0.047 -0.210
O -1.161261 2.079810 0.279504 -0.475 0.499 0.066 -0.416
C -0.051935 2.130335 -0.457089 -0.299 -0.525 -0.051 0.467
O 0.399333 3.119164 -0.932454 0.417 0.105 -0.090 -0.526
O 0.461338 0.884431 -0.602548 0.237 -0.015 -0.437 -0.155
H 1.094535 -1.663875 0.508432 0.367 0.359 -0.095 -0.048
H -0.334753 -1.549477 1.474463 0.233 -0.039 0.207 0.249
H 0.890800 -0.358940 1.785711 0.289 0.120 -0.227 0.452
H -0.815689 -0.753974 -0.747544 0.044 0.218 -0.140 0.061
H -1.376829 0.737155 1.798423 0.007 -0.166 -0.059 -0.093
H -2.441726 0.448128 0.388481 -0.106 0.365 0.063 0.312
C 4.123955 1.202780 -1.344626 -0.282 -0.413 1.078 -1.355
C 3.531002 0.505732 -2.535883 0.720 1.052 -0.828 1.221
C 2.395940 1.296115 -3.203932 -0.179 -0.419 0.258 -0.044
O 2.689926 1.232358 -4.599594 -0.221 -0.128 -0.056 -0.392
C 3.931668 0.750387 -4.780151 0.303 0.004 -0.406 0.534
O 4.450166 0.564159 -5.836211 -0.163 0.146 0.072 -0.550
O 4.523434 0.518295 -3.599279 0.043 -0.414 0.472 -0.442
H 3.428482 1.124234 -0.501822 -0.130 0.068 -0.145 0.110
H 4.304481 2.264211 -1.497488 0.067 -0.037 -0.305 0.362
H 5.033548 0.716134 -0.989977 0.109 0.026 -0.284 0.419
H 3.300359 -0.541470 -2.352199 -0.192 -0.011 0.138 -0.228
H 2.382780 2.335707 -2.880954 -0.063 0.006 0.018 0.283
H 1.429539 0.831314 -3.027022 -0.074 0.178 -0.038 0.032
C -4.124396 1.636082 2.969410 0.379 -0.041 0.179 -0.322
O -4.733674 2.645632 2.170674 -0.077 -0.036 0.471 -0.567
H -4.722297 1.287052 3.814002 -0.377 0.103 -0.215 0.365
H -3.935314 0.799235 2.302656 0.039 -0.091 0.118 0.036
H -3.185332 1.990453 3.404017 0.128 -0.042 -0.213 0.239
H -4.823371 3.445661 2.695795 -0.057 0.029 -0.119 0.286
C 3.931564 1.593966 2.400268 1.172 0.817 -0.132 -0.186
O 3.777195 1.319004 3.782738 -0.460 -0.452 -0.238 -0.526
H 3.109794 1.245091 1.783304 -0.332 -0.111 0.437 -0.209
H 4.061804 2.674132 2.263816 -0.345 -0.012 -0.206 0.317
H 4.852824 1.163165 1.988859 -0.120 -0.285 0.091 0.301
H 4.622563 1.474250 4.208073 0.032 0.028 0.046 0.309
C -4.141913 2.907038 -1.260919 -0.107 0.484 0.208 -0.631
O -4.678294 1.867700 -0.473124 0.285 -0.477 0.147 -0.537
H -3.472120 2.527380 -2.037418 -0.114 -0.216 0.064 0.240
H -4.956696 3.458250 -1.744228 0.134 0.039 -0.072 0.366
H -3.559326 3.611616 -0.657198 -0.039 -0.017 -0.043 0.237
H -4.676885 2.127194 0.466119 -0.126 0.212 -0.488 0.351
C 2.341244 -3.457916 -1.602583 0.912 0.039 0.681 -0.096
O 2.455763 -4.242027 -0.418557 -0.996 -0.671 0.095 -0.508
H 1.449814 -3.728237 -2.166608 0.010 -0.237 0.171 0.220
H 2.273622 -2.400842 -1.333075 0.087 0.075 -0.326 -0.181
H 3.240593 -3.678488 -2.183778 -0.237 0.466 -0.414 0.351
H 2.951512 -3.818909 0.282150 0.180 0.359 -0.211 0.295
C -0.280524 -2.002421 4.458534 0.663 1.016 -0.509 -0.628
O -0.961944 -0.772615 4.174646 -0.272 -0.259 -0.274 -0.422
H -0.949615 -2.836241 4.271261 -0.218 0.089 0.460 0.211
H 0.559545 -2.125293 3.758804 -0.006 -0.044 0.122 0.225
H 0.136950 -1.908697 5.462387 -0.204 -0.732 0.093 0.346
H -0.388949 -0.048198 4.437859 0.051 -0.013 0.055 0.275
C -1.237110 5.263036 -2.745086 -0.773 0.511 0.041 -0.275
O -0.782960 6.599454 -2.956305 0.197 -0.193 0.091 -0.539
H -1.623874 5.199501 -1.729182 0.278 0.061 0.106 0.109
H -2.108954 5.094408 -3.385804 0.180 -0.398 -0.156 0.310
H -0.461977 4.511358 -2.869811 0.041 -0.010 -0.134 0.110
H -0.567982 6.681972 -3.888981 0.046 0.068 0.022 0.295
```
Positions in Å, forces in eV/Å.

---

No. 2
A 6-piece molecular cluster, C36H88BN5OP overall at a distorted geometry. Source: OMol25; level of theory: ωB97M-V/def2-TZVPD.

## Properties
charge: -1
DFT total energy: -2139.55480 Eh

Structure (XYZ):
```
132
Properties=species:S:1:pos:R:3:forces:R:3:mulliken_charge:R:1
C 3.721348 0.460153 1.363323 -0.058 -0.208 -0.256 -0.026
C 4.284687 -0.000121 2.315985 -0.060 -1.069 0.859 -0.322
C 4.804260 -0.775622 3.486054 0.409 0.415 -0.965 -0.801
C 5.437523 -2.155242 3.134889 -0.442 0.039 -0.003 0.112
C 4.597856 -3.075371 2.217510 0.231 -0.571 0.496 -0.573
B 5.484866 -3.967279 1.147379 -0.789 0.484 0.673 0.435
P 6.544834 -2.894728 -0.054745 0.708 -0.524 -1.441 -0.137
C 8.294331 -2.681298 0.606101 -0.506 0.887 -0.111 -1.101
O 5.936199 -1.302125 -0.083156 0.180 -0.146 0.574 -0.413
H 3.272614 0.562162 0.406298 0.024 0.423 -0.030 0.406
H 3.965493 -0.938380 4.167406 0.136 0.230 0.130 0.223
H 5.592716 -0.153572 3.925220 -0.306 -0.095 0.470 0.336
H 5.565380 -2.681360 4.092567 0.099 0.220 -0.069 0.330
H 6.454387 -2.003275 2.756804 -0.241 0.093 -0.218 -0.203
H 4.105683 -3.816264 2.875857 -0.078 0.220 -0.142 0.270
H 3.769041 -2.541633 1.730983 0.340 0.156 -0.046 -0.044
H 6.235879 -4.765431 1.682020 0.238 0.060 0.103 -0.254
H 4.699921 -4.609437 0.468794 0.004 -0.037 -0.249 -0.310
H 8.742050 -3.658949 0.800383 -0.140 0.087 0.049 0.258
H 8.856897 -2.174218 -0.188745 0.069 -0.224 0.129 0.345
H 8.354864 -2.021376 1.484649 0.011 -0.342 0.070 0.273
H 6.031503 -0.968804 -0.975636 0.044 -0.081 -0.073 0.281
C 3.296363 -3.024365 -2.135793 -0.022 0.026 0.030 -0.944
C 2.527917 -3.864484 -3.144508 0.038 0.258 0.129 -0.332
N 2.557383 -5.284029 -2.850092 -0.044 -0.303 -0.178 0.218
C 2.062018 -6.106654 -3.935504 0.099 0.023 -0.163 -1.044
C 0.585720 -5.961701 -4.323530 -0.127 -0.203 -0.140 -0.623
C 2.111669 -5.662081 -1.518636 0.160 0.170 0.391 -0.171
C 0.690436 -5.262270 -1.097132 -0.097 -0.142 0.060 -0.527
H 4.329029 -3.362143 -2.034455 -0.048 -0.073 0.105 0.264
H 3.320261 -1.981693 -2.462475 -0.061 -0.010 -0.021 0.446
H 2.824473 -3.045527 -1.152318 0.124 0.014 0.045 -0.080
H 2.983654 -3.705075 -4.127075 -0.066 -0.192 -0.060 0.463
H 1.497023 -3.476654 -3.213244 -0.022 0.048 -0.053 0.135
H 2.267193 -7.157627 -3.709396 -0.025 0.035 0.154 0.400
H 2.667370 -5.888797 -4.822925 0.010 0.128 0.052 0.416
H -0.071634 -6.443639 -3.599398 -0.020 0.087 0.041 0.032
H 0.408368 -6.451564 -5.285602 0.013 0.008 0.002 0.470
H 0.285422 -4.918481 -4.430498 0.024 0.006 0.049 0.302
H 2.811560 -5.237571 -0.794365 0.022 0.066 -0.093 -0.462
H 2.226283 -6.743261 -1.399874 -0.003 -0.013 -0.201 0.455
H 0.449691 -4.232665 -1.369979 0.037 -0.001 -0.020 -0.007
H 0.597089 -5.339379 -0.011330 0.040 0.022 -0.009 0.564
H -0.065950 -5.920591 -1.528291 -0.048 0.084 -0.055 0.008
C 0.265726 -0.965227 -0.363592 0.024 0.052 0.095 -1.269
C -1.105170 -0.712506 0.249169 0.142 0.081 -0.179 -0.429
N -1.147007 -0.854420 1.692373 -0.183 -0.131 0.246 0.216
C -2.498752 -0.883034 2.220681 -0.161 -0.175 -0.060 -0.704
C -3.359739 0.377530 2.069883 -0.133 0.023 0.146 -0.966
C -0.198072 -0.052039 2.449746 0.451 0.003 -0.127 -1.006
C -0.244531 1.469163 2.270900 0.010 0.151 0.180 -0.447
H 0.653682 -1.943216 -0.075149 0.027 0.044 0.071 0.169
H 0.194592 -0.939157 -1.452753 -0.027 0.011 0.012 0.521
H 0.986271 -0.202753 -0.064955 0.046 -0.063 0.018 0.183
H -1.795078 -1.442478 -0.185507 -0.130 0.030 0.161 0.612
H -1.455176 0.280850 -0.075704 -0.025 0.003 -0.092 0.138
H -2.459938 -1.159347 3.278552 0.139 0.069 0.006 0.357
H -3.026826 -1.710953 1.734132 0.081 0.022 -0.098 0.429
H -3.060201 1.158260 2.768159 0.041 0.047 -0.073 0.222
H -4.402749 0.137494 2.293092 0.014 -0.022 -0.016 0.404
H -3.329022 0.782529 1.057716 0.042 -0.007 0.004 0.257
H 0.812704 -0.387172 2.201645 -0.048 -0.020 -0.115 0.205
H -0.302636 -0.287424 3.512229 -0.192 -0.078 -0.046 0.379
H -0.335420 1.764445 1.223715 -0.011 -0.038 -0.004 0.115
H 0.679795 1.910020 2.651842 0.028 -0.062 -0.036 0.371
H -1.065231 1.919050 2.831276 -0.055 0.044 -0.108 0.203
C -3.159468 -7.666802 -4.897258 0.074 0.061 -0.033 -1.305
C -4.520950 -7.402165 -4.273839 0.129 0.076 -0.113 -0.335
N -4.519257 -7.515913 -2.827522 -0.129 -0.134 0.225 0.106
C -5.852033 -7.534800 -2.250444 -0.187 -0.146 -0.036 -0.699
C -6.718731 -6.278908 -2.397748 -0.110 0.027 0.146 -0.954
C -3.541219 -6.695366 -2.127395 0.333 0.055 -0.059 -0.716
C -3.589256 -5.177838 -2.339074 0.047 0.085 0.123 -0.786
H -2.769959 -8.640199 -4.594747 -0.006 0.032 0.074 0.328
H -3.241878 -7.662848 -5.985615 -0.025 0.024 0.012 0.455
H -2.432164 -6.900987 -4.624269 0.028 -0.040 -0.017 0.128
H -5.220082 -8.139966 -4.678569 -0.114 0.021 0.172 0.470
H -4.877856 -6.417121 -4.612702 -0.009 0.005 -0.076 0.242
H -5.775082 -7.788305 -1.189202 0.144 0.067 -0.003 0.356
H -6.395353 -8.373518 -2.699948 0.086 0.015 -0.104 0.419
H -6.395689 -5.483356 -1.727727 0.041 0.046 -0.076 0.218
H -7.752448 -6.514651 -2.132568 0.014 -0.022 -0.014 0.396
H -6.724586 -5.895763 -3.418711 0.040 -0.006 0.003 0.272
H -2.543455 -7.042527 -2.409931 -0.054 -0.027 -0.084 0.306
H -3.605074 -6.906113 -1.056808 -0.179 -0.072 -0.037 0.303
H -3.720976 -4.907509 -3.388162 -0.008 -0.037 -0.004 0.268
H -2.648516 -4.733275 -2.006013 0.003 -0.033 -0.009 0.221
H -4.383789 -4.709951 -1.758940 -0.052 0.022 -0.088 0.282
C 0.672862 8.107838 6.143565 -0.052 0.032 0.018 -1.447
C 0.848566 7.390108 4.812768 -0.111 0.139 0.079 -0.221
N 0.544202 5.973973 4.874802 0.114 -0.266 -0.028 0.175
C 0.970995 5.240120 3.693146 0.252 -0.040 -0.141 -1.034
C 0.298405 5.581154 2.360128 -0.043 -0.142 -0.140 -0.758
C -0.771559 5.628505 5.383965 -0.164 0.118 0.267 -0.713
C -1.996446 6.197150 4.655959 -0.134 -0.098 0.009 -0.953
H 1.262414 7.629482 6.927280 -0.040 -0.055 -0.018 0.330
H 1.010658 9.141644 6.051705 -0.006 -0.011 -0.022 0.446
H -0.371037 8.135175 6.460321 0.019 -0.010 0.020 0.290
H 1.894064 7.504427 4.513888 -0.022 -0.165 -0.113 0.444
H 0.247602 7.910262 4.050184 0.030 0.087 -0.010 0.159
H 0.863091 4.168324 3.878404 -0.119 0.043 0.111 0.388
H 2.048655 5.393729 3.576191 -0.022 0.114 0.087 0.403
H -0.710737 5.173228 2.301873 -0.030 0.078 -0.010 0.070
H 0.865417 5.135824 1.539375 0.014 -0.005 0.028 0.498
H 0.254048 6.656441 2.178014 -0.013 0.002 0.035 0.335
H -0.824662 5.944092 6.430065 0.065 0.076 -0.036 0.367
H -0.858961 4.539867 5.427506 0.151 -0.006 -0.144 0.335
H -1.881420 7.254229 4.410101 0.040 -0.010 0.000 0.235
H -2.877052 6.107999 5.296834 0.022 0.000 0.007 0.397
H -2.215465 5.651084 3.739525 0.031 0.087 -0.054 0.249
C -1.555869 9.857020 -1.130425 0.016 0.030 -0.047 -1.521
C -1.352996 8.364932 -0.908570 0.101 0.156 -0.081 -0.129
N -2.403021 7.546116 -1.484900 -0.235 -0.172 0.081 0.080
C -2.359631 6.161458 -1.041750 0.003 -0.147 0.249 -0.664
C -1.143173 5.317572 -1.435078 -0.049 -0.165 -0.026 -0.816
C -2.657817 7.744187 -2.901231 -0.014 0.283 -0.179 -0.741
C -1.495587 7.526848 -3.878154 -0.055 -0.051 -0.151 -0.963
H -2.530803 10.179219 -0.760716 -0.021 -0.045 -0.046 0.333
H -0.789674 10.416563 -0.591232 0.008 -0.025 -0.005 0.447
H -1.475100 10.129988 -2.183849 -0.022 0.011 0.014 0.312
H -1.336206 8.192889 0.171323 -0.050 -0.195 -0.037 0.299
H -0.356813 8.085259 -1.283966 0.061 0.039 0.051 0.243
H -3.267099 5.651992 -1.378671 -0.009 0.112 -0.120 0.332
H -2.429481 6.162192 0.051581 0.054 0.132 -0.010 0.360
H -1.176714 5.020769 -2.482702 0.068 0.059 -0.018 0.298
H -1.133163 4.396626 -0.847489 0.003 0.027 0.020 0.240
H -0.200899 5.832962 -1.246202 -0.015 0.018 -0.006 0.234
H -3.028573 8.763976 -3.040089 0.064 0.019 0.088 0.405
H -3.496582 7.110639 -3.201532 0.043 -0.117 0.163 0.351
H -0.567297 7.981066 -3.528517 -0.018 -0.007 0.037 0.243
H -1.736735 7.983723 -4.841044 -0.009 0.006 0.021 0.376
H -1.313474 6.470037 -4.066164 0.097 0.010 0.058 0.282
```
Positions in Å, forces in eV/Å.

---

HOMO energy for the records above, in order: -0.35737, -0.11071 Ha